No. 1
# C18H14N4

C18H14N4 in the gas phase in a non-equilibrium geometry (ωB97M-V/def2-TZVPD, the Open Molecules 2025 dataset).

Summary:
* energy above the lowest of the compared OMol25 structures with the same formula, charge and spin: 47.9 kcal per mole
* max |F|: 5.3 eV Å⁻¹
* structure (SMILES): Nc1cc(-c2cn(-c3ccccc3)c3cnccc23)ccn1
* E_tot: -24851.6776 eV
* E_LUMO: 0.47 eV

The geometry in XYZ format:
```
36
Properties=species:S:1:pos:R:3:forces:R:3:nbo_charge:R:1
N -2.655 1.632 2.656 2.635 -1.663 -0.081 -0.4148
N -1.107 -0.288 -4.924 0.536 1.396 -0.719 -0.4794
C -0.460 0.365 -0.699 0.125 -1.514 0.233 -0.1056
C 0.678 -0.138 -0.101 -3.117 1.895 1.527 0.0279
C -0.231 0.613 -4.499 0.137 -1.037 1.655 0.0639
C -3.337 1.421 1.508 -1.254 1.792 0.281 0.0064
C -1.359 1.170 2.679 -0.686 0.723 -0.214 0.0325
C -1.858 -0.907 -4.024 3.462 2.299 0.446 0.3639
C 4.132 -0.813 3.493 -2.519 1.268 1.079 -0.2341
C 3.498 -1.763 2.612 2.972 1.914 0.529 -0.1886
C 3.353 0.376 3.796 1.944 -0.518 0.152 -0.1944
C -0.012 0.859 -3.128 0.446 -0.058 -0.609 -0.3059
C -1.634 -0.757 -2.672 -0.469 0.294 1.084 -0.3030
C -2.772 1.066 0.295 -0.596 1.005 0.426 -0.2392
C 2.536 -1.374 1.735 -2.555 2.697 2.301 -0.2345
C 2.120 0.554 3.226 -2.314 0.403 -2.113 -0.2545
C -0.731 0.155 -2.151 0.176 0.652 -1.020 0.0275
C -1.416 0.751 0.375 -0.125 -1.221 -5.165 -0.0541
C 1.699 -0.247 2.120 1.390 -0.727 0.647 0.1844
C -0.773 0.592 1.524 2.831 0.045 4.089 0.1031
N -2.651 -1.784 -4.555 -3.614 -2.915 2.093 -0.7663
N 0.558 0.021 1.317 -0.813 0.468 -1.742 -0.3780
H 1.491 -0.584 -0.594 0.996 -0.379 -0.182 0.2241
H 0.421 1.019 -5.246 0.154 0.451 -0.254 0.1925
H -4.376 1.865 1.574 1.115 -0.961 -0.334 0.1978
H -0.676 1.420 3.517 -1.108 -0.348 -0.186 0.1978
H 5.025 -0.922 4.139 -0.532 -0.561 -0.955 0.2296
H 3.996 -2.665 2.377 0.590 -0.921 0.064 0.2134
H 3.743 1.256 4.402 -0.358 -1.666 -0.480 0.2256
H 0.848 1.441 -2.841 -0.132 0.496 0.092 0.2152
H -2.165 -1.420 -2.045 -0.599 -0.527 0.929 0.2086
H -3.353 1.253 -0.633 0.738 -0.567 0.661 0.2374
H 2.252 -1.949 0.915 -0.431 -1.112 -1.084 0.2134
H 1.439 1.413 3.457 1.043 -0.724 -0.012 0.2170
H -3.552 -1.860 -4.098 0.129 -0.441 -0.267 0.3779
H -2.671 -1.771 -5.508 -0.198 0.063 -2.870 0.3927
```
Forces are in eV/Å.



No. 2
# C18H14N5O2PdS

C18H14N5O2PdS as an isolated structure (ωB97M-V/def2-TZVPD, the Open Molecules 2025 dataset).

Summary:
* total charge: +1
* max |F|: 0.6 eV Å⁻¹
* E_tot: -44745.4831 eV
* E_LUMO: -3.98 eV

The geometry in XYZ format:
```
41
Properties=species:S:1:pos:R:3:forces:R:3:nbo_charge:R:1
Pd 0.374 0.245 -0.110 0.156 0.222 -0.255 0.9655
N 0.506 -3.099 -2.585 -0.083 0.046 -0.035 -0.5831
C -0.757 -3.711 -2.812 0.039 0.004 0.032 0.2023
C -0.818 -4.949 -3.421 -0.043 -0.022 0.020 -0.2451
C -2.049 -5.564 -3.612 0.007 0.001 -0.002 -0.1786
C -3.206 -4.952 -3.165 0.012 0.010 0.005 -0.1946
C -3.137 -3.713 -2.538 0.000 -0.018 0.009 -0.1785
C -1.916 -3.080 -2.383 -0.058 -0.045 -0.006 -0.2637
S -1.884 -1.444 -1.712 0.083 0.080 -0.135 0.5337
N -0.242 -1.327 -1.246 -0.099 0.150 -0.153 -0.6551
C 0.689 -2.090 -1.711 0.069 -0.127 0.222 0.4448
C 2.054 -1.814 -1.189 -0.040 0.120 -0.174 0.1443
C 3.149 -2.636 -1.345 0.042 0.085 -0.048 -0.2066
C 4.372 -2.221 -0.828 -0.003 -0.021 -0.027 -0.1223
C 4.460 -1.002 -0.184 -0.023 0.034 -0.017 -0.2159
C 3.309 -0.241 -0.035 0.034 -0.030 0.033 0.0833
N 2.141 -0.649 -0.517 -0.099 -0.284 0.462 -0.4166
H 1.314 -3.608 -2.900 -0.002 0.004 0.005 0.4152
H 0.092 -5.434 -3.753 0.014 -0.002 0.006 0.2209
H -2.094 -6.527 -4.102 0.001 -0.002 0.001 0.2338
H -4.165 -5.431 -3.297 -0.006 -0.003 -0.007 0.2348
H -4.040 -3.233 -2.182 -0.004 0.011 0.002 0.2330
H 3.069 -3.591 -1.844 0.012 0.003 -0.008 0.2303
H 5.246 -2.849 -0.937 0.003 -0.003 0.008 0.2459
H 5.394 -0.643 0.222 0.008 0.000 -0.007 0.2522
H 3.305 0.707 0.488 -0.022 -0.026 0.039 0.2472
O 1.004 1.580 1.181 0.275 0.271 -0.264 -0.5154
N 0.170 2.547 1.428 -0.235 -0.188 0.181 0.1809
N -0.953 2.409 0.890 0.309 0.177 -0.112 0.1749
O -1.200 1.464 -0.009 -0.322 -0.474 0.234 -0.5708
C -2.009 3.352 1.165 0.043 -0.022 -0.030 0.1462
C -3.056 3.435 0.264 -0.021 0.034 0.032 -0.2268
C -4.072 4.342 0.525 0.008 -0.012 -0.013 -0.1931
C -4.028 5.137 1.659 0.001 0.005 0.014 -0.1826
C -2.965 5.031 2.547 0.008 -0.009 -0.009 -0.1915
C -1.942 4.130 2.310 -0.060 0.041 0.004 -0.2260
H -3.070 2.807 -0.613 0.001 0.000 -0.002 0.2462
H -4.899 4.426 -0.167 -0.007 -0.001 0.000 0.2285
H -4.825 5.841 1.857 -0.001 0.004 -0.005 0.2286
H -2.935 5.648 3.435 -0.002 0.003 0.005 0.2303
H -1.114 4.032 2.996 0.005 -0.016 -0.003 0.2435
```
Forces are in eV/Å.



No. 3
# C18H14N6O

C18H14N6O in the gas phase in a non-equilibrium geometry (ωB97M-V/def2-TZVPD, the Open Molecules 2025 dataset).

Summary:
* energy above the lowest of the compared OMol25 structures with the same formula, charge and spin: 47.3 kcal per mole
* max |F|: 5.2 eV Å⁻¹
* structure (SMILES): [O-][n+]1cccc(Nc2nccc(-n3ccnc3-c3ccccc3)n2)c1
* E_tot: -29879.1326 eV
* E_LUMO: 0.01 eV

The geometry in XYZ format:
```
39
Properties=species:S:1:pos:R:3:forces:R:3:nbo_charge:R:1
O -1.471 2.730 -4.074 2.137 3.576 -3.079 -0.5275
N 3.383 -0.725 2.979 -0.720 -0.484 -0.723 -0.4333
N -1.994 -1.981 0.024 -1.295 -0.341 -1.174 -0.4980
N -0.298 -0.745 0.956 3.839 0.230 2.871 -0.5063
C 2.352 -0.587 2.157 0.741 0.006 1.621 0.3564
C 3.287 -1.994 3.505 -0.696 -0.953 -0.333 -0.0696
C 2.155 -2.636 3.022 0.812 0.155 0.725 -0.1140
C -1.361 -0.844 0.252 -0.834 -1.661 -0.244 0.5693
C -1.483 -3.092 0.539 -0.208 0.687 0.545 0.1048
C 0.256 -1.808 1.526 -0.757 -0.450 -0.998 0.4416
C -0.367 -3.039 1.340 1.009 -0.932 0.895 -0.3478
C 1.775 2.940 -0.224 -0.056 -1.191 1.504 -0.2332
C 1.795 3.038 1.188 0.054 -0.157 -0.933 -0.2112
C 1.965 1.678 -0.812 0.010 0.307 0.229 -0.1779
C 2.058 1.916 1.969 -0.056 -0.657 0.064 -0.1838
C 2.148 0.535 -0.042 0.156 0.692 1.235 -0.1915
C -3.335 -0.127 -2.043 0.437 -0.399 0.329 -0.2600
C -3.685 0.139 -3.356 -0.261 0.302 0.258 -0.1930
C 2.207 0.640 1.370 -0.752 0.946 -1.148 -0.0579
C -2.261 0.584 -1.505 0.030 0.174 -0.665 0.1693
C -3.068 1.181 -4.049 -1.777 -1.551 -1.016 -0.0769
C -1.620 1.548 -2.287 0.523 -1.500 3.035 -0.0797
N 1.503 -1.704 2.185 0.752 0.572 0.057 -0.3758
N -1.736 0.358 -0.228 -1.704 0.508 -1.075 -0.5708
N -2.027 1.823 -3.510 -1.465 -1.070 1.205 0.1393
H 4.077 -2.435 4.157 -0.946 0.574 -0.628 0.2195
H 1.849 -3.667 3.260 -0.207 0.958 -0.454 0.2300
H -2.024 -4.029 0.386 0.195 0.318 -0.139 0.2069
H 0.038 -3.922 1.826 -0.133 0.037 -0.275 0.2230
H 1.547 3.812 -0.793 0.023 0.361 -0.495 0.2207
H 1.573 3.993 1.668 0.232 -0.265 -0.141 0.2183
H 1.962 1.569 -1.883 -0.061 0.102 -0.273 0.2109
H 2.091 2.038 3.062 -0.006 -0.317 -0.559 0.2274
H 2.243 -0.447 -0.490 0.016 0.093 -0.125 0.2145
H -3.804 -0.915 -1.458 0.067 0.231 -0.216 0.2477
H -4.506 -0.461 -3.766 0.400 0.596 -0.213 0.2315
H -3.396 1.524 -5.042 0.499 -0.200 0.678 0.2333
H -0.728 2.073 -1.909 -0.669 -0.147 -0.514 0.2302
H -1.102 1.041 0.101 0.669 0.850 0.172 0.4136
```
Forces are in eV/Å.



No. 4
# C18H15AsF2N4STl

C18H15AsF2N4STl as an isolated structure (ωB97M-V/def2-TZVPD, the Open Molecules 2025 dataset).

Summary:
* energy above the lowest of the compared OMol25 structures with the same formula, charge and spin: 28.0 kcal per mole
* total charge: +1
* max |F|: 0.7 eV Å⁻¹
* E_tot: -106663.4468 eV
* E_LUMO: -4.25 eV

The geometry in XYZ format:
```
42
Properties=species:S:1:pos:R:3:forces:R:3:lowdin_charge:R:1
Tl 0.099 -0.512 0.389 -0.069 0.549 0.412 0.8292
F -0.167 -1.568 5.739 0.015 0.009 0.001 0.1050
C -0.075 -0.647 4.780 -0.029 -0.069 -0.027 -0.2602
C -0.068 -1.054 3.455 -0.022 0.177 0.129 -0.0393
C 0.020 -0.075 2.485 -0.082 -0.252 0.016 -0.2301
C 0.112 1.294 2.765 -0.033 -0.037 0.109 -0.1177
C 0.090 1.617 4.123 -0.008 0.077 0.030 -0.1981
F 0.163 2.896 4.519 0.033 -0.022 0.005 0.0878
C -0.001 0.680 5.132 -0.005 0.067 0.054 0.0975
C 0.261 2.301 1.672 0.006 -0.044 0.072 -0.1860
C 0.234 3.681 1.856 -0.003 0.056 -0.014 0.0284
C 0.430 4.516 0.769 -0.017 -0.023 -0.009 -0.0110
C 0.631 3.981 -0.494 -0.001 0.067 0.009 -0.0236
C 0.615 2.610 -0.614 0.022 -0.050 0.042 -0.1050
N 0.441 1.804 0.437 -0.099 0.032 -0.161 -0.0098
H -0.128 -2.109 3.231 -0.007 0.007 -0.012 0.1160
H -0.013 0.998 6.165 0.009 -0.029 0.001 0.1473
H 0.057 4.107 2.827 0.043 -0.030 -0.001 0.1157
H 0.422 5.588 0.916 -0.009 0.003 -0.018 0.1247
H 0.786 4.603 -1.362 0.029 0.001 0.009 0.1205
H 0.754 2.130 -1.575 0.010 -0.014 0.006 0.1206
N 2.137 -0.969 -0.091 0.262 -0.359 -0.302 0.0411
C 3.001 -0.721 -0.851 -0.155 -0.039 -0.096 -0.1728
C 4.027 -0.403 -1.676 0.188 0.120 0.043 -0.2543
C 4.472 0.953 -1.642 -0.025 -0.081 -0.004 -0.2155
N 4.768 2.064 -1.579 -0.040 -0.034 -0.029 0.1538
C 4.655 -1.405 -2.471 -0.111 0.096 -0.035 -0.2138
N 5.140 -2.219 -3.123 -0.035 -0.010 0.030 0.1558
C -1.684 -3.724 -1.450 0.060 -0.052 0.161 -0.2284
As -2.230 -2.073 -2.235 -0.067 -0.028 -0.142 0.7534
C -4.090 -2.206 -2.647 -0.107 0.034 0.013 -0.2335
C -1.311 -1.787 -3.882 0.120 0.083 -0.082 -0.2260
S -2.034 -0.393 -0.909 0.044 -0.123 -0.171 0.2457
H -1.875 -4.535 -2.152 0.016 0.011 -0.019 0.0586
H -2.268 -3.875 -0.544 0.003 -0.025 0.011 0.0549
H -0.624 -3.691 -1.203 0.026 -0.014 -0.042 0.0445
H -4.229 -2.971 -3.410 0.005 -0.010 0.006 0.0570
H -4.435 -1.244 -3.021 -0.005 0.003 -0.013 0.0525
H -4.643 -2.467 -1.748 0.002 -0.005 0.013 0.0538
H -1.474 -2.638 -4.543 0.004 -0.022 0.020 0.0577
H -0.247 -1.651 -3.703 0.019 -0.030 0.012 0.0497
H -1.720 -0.885 -4.333 0.013 0.011 -0.026 0.0541
```
Forces are in eV/Å.